1.
C20H46Br10N2O6 | ωB97M-V with the def2-TZVPD basis set

maximum force = 2.7 eV/A
calculated total energy = -27090.0893 Ha
charge = +1
2S+1 = 2
M = 1209.64 g mol⁻¹
frontier orbital gap (alpha / beta) = 8.0 / 2.5 eV
expectation value of S² = 0.76

Last column: Mulliken charge in e.
Cartesian coordinates (Å):
1 C 0.052 0.400 -4.332  -0.5727
2 N -1.038 1.457 -4.605  0.9321
3 O -0.870 2.299 -5.500  -0.5388
4 O -1.983 1.432 -3.886  -0.4973
5 H -0.115 -0.127 -3.393  0.0006
6 H 1.038 0.845 -4.466  0.3071
7 H -0.193 -0.439 -4.984  0.3795
8 C 4.807 1.522 -0.671  -0.6915
9 N 5.752 2.294 0.193  0.9283
10 O 5.321 3.211 0.828  -0.5208
11 O 6.938 1.996 0.136  -0.5691
12 H 5.062 1.778 -1.700  0.3188
13 H 3.811 1.769 -0.302  0.2192
14 H 5.050 0.459 -0.661  0.3126
15 Br -1.122 -0.336 3.701  0.2053
16 C -3.010 -1.013 3.566  0.2059
17 C -3.058 -2.588 3.759  -0.7173
18 Br -2.934 -3.198 5.582  -0.0821
19 H -3.325 -0.856 2.535  -0.3910
20 H -3.644 -0.456 4.257  0.4843
21 H -2.340 -3.039 3.074  0.2074
22 H -4.004 -2.977 3.383  0.4784
23 Br -2.169 1.898 -0.356  -0.0609
24 C -3.683 0.608 -0.362  0.0809
25 C -5.078 1.265 -0.671  -0.6997
26 Br -6.535 -0.035 -1.004  -0.1628
27 H -3.740 0.143 0.622  -0.2222
28 H -3.489 -0.196 -1.073  0.3250
29 H -5.083 1.938 -1.529  0.4278
30 H -5.351 1.890 0.179  0.3843
31 Br -3.018 -6.329 -1.378  -0.0771
32 C -3.894 -7.331 -2.831  -0.4731
33 C -4.725 -8.486 -2.344  -0.6542
34 Br -5.578 -9.632 -3.622  -0.1154
35 H -3.116 -7.636 -3.531  0.3669
36 H -4.546 -6.594 -3.301  0.3517
37 H -5.669 -8.156 -1.911  0.2994
38 H -4.210 -9.039 -1.558  0.3821
39 Br 1.976 5.393 4.114  -0.1413
40 C 2.640 3.569 3.780  -0.5652
41 C 1.503 2.560 3.776  -0.5388
42 Br 2.184 0.773 3.439  -0.2238
43 H 3.309 3.269 4.586  0.4051
44 H 3.136 3.589 2.810  0.2784
45 H 0.842 2.658 2.915  0.3623
46 H 0.986 2.510 4.734  0.4079
47 Br 3.899 -4.403 1.984  -0.1166
48 C 2.845 -4.070 3.701  -0.8061
49 C 1.860 -3.024 3.391  0.1031
50 Br 0.927 -2.532 5.105  0.0999
51 H 3.544 -3.948 4.528  0.4855
52 H 2.436 -5.055 3.929  0.4322
53 H 1.105 -3.438 2.723  0.0701
54 H 2.344 -2.129 2.998  0.1645
55 C 0.637 3.646 -2.371  -0.8372
56 C 1.131 4.857 -1.458  -0.4231
57 O 2.455 5.247 -1.862  -0.3176
58 C 3.030 6.407 -1.290  -0.1908
59 C 2.536 7.566 -2.073  -1.1913
60 H 0.629 3.784 -3.452  0.3892
61 H 1.356 2.840 -2.223  0.1514
62 H -0.365 3.349 -2.062  0.2087
63 H 0.390 5.641 -1.616  0.3094
64 H 1.155 4.630 -0.392  0.2855
65 H 2.811 6.662 -0.253  0.2667
66 H 4.115 6.400 -1.397  0.2970
67 H 2.573 7.464 -3.158  0.3107
68 H 3.007 8.473 -1.694  0.3781
69 H 1.457 7.634 -1.939  0.2879
70 C -1.966 -3.121 0.055  -1.0777
71 C -0.460 -3.376 0.093  -0.2602
72 O 0.330 -2.166 0.326  -0.1576
73 C 0.205 -1.102 -0.579  0.1881
74 C 1.463 -0.216 -0.367  -0.5024
75 H -2.231 -2.406 0.835  0.0624
76 H -2.261 -2.505 -0.794  0.3816
77 H -2.482 -4.069 0.208  0.3094
78 H -0.189 -4.106 0.856  0.3142
79 H -0.209 -3.843 -0.859  0.3020
80 H 0.398 -1.444 -1.595  0.4063
81 H -0.789 -0.685 -0.413  -0.3131
82 H 1.326 0.658 -1.003  0.0657
83 H 2.420 -0.703 -0.557  0.3711
84 H 1.677 0.020 0.676  0.0172

---

2.
C20H46CeP4Se | ωB97M-V with the def2-TZVPD basis set

maximum force = 2.6 eV/A
calculated total energy = -5030.5134 Ha
charge = +3
2S+1 = 2
M = 629.56 g mol⁻¹
frontier orbital gap (alpha / beta) = 5.5 / 4.4 eV
expectation value of S² = 0.77

Last column: Mulliken charge in e.
Cartesian coordinates (Å):
1 Ce -0.053 0.410 -0.544  -0.3061
2 P 0.920 1.652 2.335  0.7069
3 P 2.796 0.645 -0.461  1.1798
4 P -2.169 0.306 1.473  0.9914
5 H -0.576 -5.719 -4.647  0.4197
6 C -1.613 -5.399 -4.770  -0.6587
7 C -1.864 -4.184 -5.321  -0.4939
8 H -1.073 -3.564 -5.784  0.3031
9 C 1.613 0.384 3.486  -1.4056
10 C 2.331 2.846 2.323  -1.1593
11 C -0.209 2.495 3.529  -1.2770
12 C 2.814 -0.398 -1.992  -1.3396
13 C 3.953 1.977 -0.939  -1.3799
14 C 3.908 -0.364 0.609  -1.2997
15 C -3.249 -0.825 0.477  -1.2792
16 C -3.440 1.503 2.024  -1.4051
17 C -2.032 -0.723 2.989  -1.1602
18 H -2.346 -6.175 -4.499  0.2893
19 H -2.883 -3.799 -5.433  0.2591
20 H 1.977 0.908 4.385  0.5221
21 H 2.424 -0.179 3.011  0.2523
22 H 0.839 -0.352 3.743  0.3191
23 H 2.525 3.167 3.358  0.5231
24 H 2.084 3.720 1.707  0.2842
25 H 3.236 2.395 1.891  0.2897
26 H 0.389 2.794 4.403  0.5524
27 H -1.028 1.837 3.846  0.2921
28 H -0.666 3.378 3.069  0.2600
29 H 3.823 -0.283 -2.417  0.5149
30 H 2.074 -0.061 -2.739  0.4210
31 H 2.616 -1.458 -1.776  0.3417
32 H 4.965 1.555 -0.942  0.5077
33 H 3.893 2.803 -0.219  0.3554
34 H 3.696 2.357 -1.936  0.4298
35 H 4.896 -0.388 0.125  0.5477
36 H 3.505 -1.383 0.724  0.2595
37 H 3.994 0.088 1.607  0.3544
38 H -4.170 -0.983 1.067  0.5366
39 H -2.740 -1.779 0.279  0.3167
40 H -3.487 -0.362 -0.494  0.3939
41 H -4.317 0.913 2.335  0.5336
42 H -3.713 2.167 1.194  0.3717
43 H -3.075 2.106 2.865  0.3993
44 H -3.069 -0.961 3.277  0.5153
45 H -1.529 -0.179 3.803  0.3531
46 H -1.464 -1.641 2.773  0.1884
47 C 0.199 -3.406 -0.230  0.9937
48 C 0.109 -3.282 -1.632  -0.5056
49 C -0.435 -4.336 -2.345  -0.0169
50 C -0.763 -5.553 -1.754  -0.0873
51 C -0.569 -5.719 -0.372  -0.8626
52 C -0.118 -4.638 0.383  -0.6129
53 Se 0.707 -1.981 0.915  0.1358
54 H -1.212 -0.748 -1.270  0.1105
55 H 0.405 -2.364 -2.153  0.2945
56 H -0.611 -4.140 -3.398  -0.0341
57 H -1.186 -6.353 -2.360  0.3629
58 H -0.794 -6.668 0.088  0.4286
59 H -0.011 -4.692 1.478  0.4242
60 C 0.654 4.487 -1.501  -1.2745
61 P -0.372 3.292 -0.561  1.0016
62 C -1.128 4.407 0.689  -1.4182
63 C -1.830 3.115 -1.703  -1.3543
64 H 1.471 4.832 -0.855  0.3693
65 H 0.065 5.361 -1.819  0.4490
66 H 1.079 3.990 -2.384  0.4050
67 H -1.627 5.246 0.181  0.5927
68 H -0.326 4.810 1.322  0.4292
69 H -1.852 3.877 1.322  0.2446
70 H -2.384 4.068 -1.773  0.4687
71 H -1.470 2.829 -2.707  0.4639
72 H -2.505 2.310 -1.355  0.3713

---

3.
C20H46Cl8N2 | ωB97M-V with the def2-TZVPD basis set

maximum force = 10.6 eV/A
calculated total energy = -4580.2538 Ha
2S+1 = 1
M = 598.23 g mol⁻¹
frontier orbital gap = 8.5 eV
structure (SMILES) = CCN(CC)CC.CCN(CC)CC.ClCCCl.ClCCCl.ClCCCl.ClCCCl

Last column: Mulliken charge in e.
Cartesian coordinates (Å):
1 Cl 5.819 -0.604 -2.340  -0.2176
2 C 4.683 -1.563 -1.240  -0.0373
3 C 3.315 -1.637 -1.805  -0.1873
4 Cl 3.387 -2.925 -3.179  -0.2261
5 H 4.692 -0.910 -0.434  -0.0876
6 H 5.089 -2.530 -0.907  0.4243
7 H 2.889 -0.843 -2.258  0.1733
8 H 2.562 -1.904 -1.002  0.1570
9 Cl 3.020 2.130 3.187  -0.1715
10 C 4.287 0.887 2.689  -0.2671
11 C 4.712 0.026 3.945  -0.5363
12 Cl 5.387 1.011 5.176  -0.1775
13 H 5.037 1.359 2.347  0.5485
14 H 3.741 0.197 2.031  -0.0875
15 H 5.373 -0.700 3.582  0.4002
16 H 3.945 -0.544 4.530  0.2921
17 Cl 0.922 -0.161 1.095  -0.1958
18 C -0.445 0.522 0.234  0.8611
19 C -0.341 0.087 -1.179  0.7294
20 Cl -0.384 -1.653 -1.454  -0.1759
21 H -0.698 1.642 0.349  -0.2775
22 H -1.353 -0.050 0.851  -0.4741
23 H 0.498 0.404 -1.557  -0.6201
24 H -1.112 0.618 -1.823  -0.0674
25 Cl -3.622 -1.140 -2.298  -0.1336
26 C -2.901 -1.376 -3.879  -0.6481
27 C -3.204 -0.110 -4.781  -0.5065
28 Cl -2.482 1.328 -4.023  -0.1317
29 H -3.286 -2.242 -4.184  0.5550
30 H -1.841 -1.440 -3.964  0.2318
31 H -4.238 0.193 -5.015  0.3424
32 H -2.870 -0.145 -5.896  0.3074
33 C 0.941 2.704 -3.415  -0.7209
34 C 1.887 3.303 -2.440  -0.8051
35 N 1.317 3.382 -1.059  0.9809
36 C 2.265 3.322 -0.046  -0.0405
37 C 3.458 3.861 -0.221  -1.7548
38 C 0.534 4.648 -0.977  -0.7972
39 C -0.444 4.604 0.167  -1.0117
40 H 0.736 1.707 -2.992  0.0068
41 H 1.120 2.757 -4.597  0.3542
42 H -0.030 3.352 -3.412  0.1444
43 H 2.281 4.330 -2.647  0.4154
44 H 2.864 2.746 -2.398  0.3795
45 H 2.291 2.280 -0.186  0.2711
46 H 1.868 3.171 1.087  0.0081
47 H 3.968 4.337 -0.967  0.5134
48 H 4.262 3.248 0.212  0.2796
49 H 3.190 4.693 0.500  0.2652
50 H -0.175 4.857 -1.675  0.5086
51 H 1.160 5.551 -1.123  0.4028
52 H 0.050 4.450 1.225  0.2008
53 H -1.202 3.688 0.055  0.1143
54 H -1.261 5.464 0.160  0.3815
55 C -3.815 -0.888 2.636  -1.4497
56 C -2.969 -2.064 1.950  -0.1463
57 N -3.062 -3.422 2.640  0.1405
58 C -4.302 -3.967 2.820  -0.7273
59 C -5.198 -3.842 1.800  -1.0940
60 C -2.310 -4.338 1.960  -1.3988
61 C -0.800 -4.197 2.143  -1.0457
62 H -4.726 -1.218 2.733  0.4567
63 H -3.630 0.112 2.172  0.3380
64 H -3.354 -1.004 3.675  0.3477
65 H -1.888 -1.893 1.949  0.1588
66 H -3.221 -2.156 0.865  0.3651
67 H -4.826 -3.126 3.499  0.2689
68 H -4.376 -4.809 3.503  0.4891
69 H -5.301 -3.019 1.124  0.3223
70 H -6.236 -4.058 2.221  0.3458
71 H -4.982 -4.706 1.132  0.2963
72 H -2.450 -4.119 0.967  0.5798
73 H -2.625 -5.256 1.859  1.0606
74 H -0.676 -4.393 3.165  0.4105
75 H -0.437 -3.128 1.780  0.0765
76 H -0.488 -4.902 1.355  0.3126